No. 1
The following is a quantum chemistry calculation of C24H38F6O16PPb as an isolated structure at a distorted geometry, from the OMol25 dataset.

Structure (XYZ):
```
86
Properties=species:S:1:pos:R:3:forces:R:3
H -1.955691 3.339476 3.068766 0.0 -0.2 -0.3
C -1.244827 1.999554 4.597037 -1.6 0.9 1.3
C -1.718268 0.843329 5.518863 -0.3 1.0 -0.2
H 1.905443 4.432599 -2.169052 0.2 -0.3 -0.7
O 4.878960 6.431765 -0.352070 -0.8 -0.2 0.3
O -3.189164 -0.182358 -1.362237 -0.2 -0.5 -1.1
H -4.269255 -2.208690 2.334162 0.0 0.1 0.0
H -0.814675 2.118376 -1.383865 -0.3 -0.3 0.0
C -1.669038 -4.647820 2.603934 0.4 1.1 1.3
C 1.656287 -1.548870 -4.848039 -1.4 -0.1 -0.2
H -1.759870 -2.442604 3.000781 1.3 -0.1 -0.4
F 2.302675 -0.435390 1.266832 0.5 -0.1 1.0
P 1.236546 -0.825018 0.121215 -1.2 -0.6 -3.5
H -2.799103 0.737959 5.415334 0.1 -0.8 -0.4
H 2.417911 -1.145996 -2.807891 -0.3 0.4 -0.4
H 1.842913 -0.649451 -5.433441 0.1 0.3 0.5
O 3.528064 4.710824 0.330205 0.6 0.9 -0.3
O 1.573811 3.073387 -5.697454 0.6 0.1 0.1
O 0.059162 1.818411 -4.572429 0.8 0.9 -0.2
H 0.705804 1.958264 -2.144367 0.2 -0.5 0.0
O 0.180737 4.013420 -4.186944 0.8 0.8 0.7
H -3.529141 -2.285412 -1.299686 0.0 0.3 -0.6
H 1.598989 -2.322731 -5.619965 0.7 -0.4 0.4
O 4.270235 -3.417016 -3.613274 -0.2 0.0 -0.3
H -1.797543 1.602328 -3.821696 0.0 -0.2 0.3
H 0.109623 -5.812162 2.314188 0.5 0.1 0.1
H -1.388073 4.060002 -2.702654 0.6 0.4 0.0
O -0.928091 -0.260175 5.042122 -0.7 -1.0 0.3
H -2.015586 -5.412365 3.298863 0.0 -0.6 -0.7
H 0.621264 -1.513820 -4.492312 0.1 0.3 0.2
C 2.936410 -3.154745 -3.253926 -1.2 -0.6 0.0
C 2.875835 4.063292 -1.829661 -0.4 0.8 0.9
O 3.784936 5.154036 -1.790532 -0.2 0.3 -2.1
H -0.257648 -2.745478 4.959721 0.7 0.0 -0.3
C -0.126661 0.123051 4.080538 0.5 1.6 -0.2
H 3.332051 3.260001 -2.399457 -0.3 0.0 -0.3
C -1.697545 -3.412979 3.509608 -1.3 0.7 0.0
H 2.254119 -3.823282 -3.786845 0.2 -0.3 0.2
C -2.901523 -1.489786 -0.897618 -0.1 0.1 2.0
H 1.390108 3.845896 1.413498 0.3 -0.2 0.0
C 0.734269 2.995070 -4.874921 -1.4 -1.1 -0.1
H -5.188953 -2.401629 0.828989 0.1 0.5 -0.2
H -0.402620 -4.525201 4.994932 -1.3 0.3 0.5
H -1.772444 3.807468 -4.432787 -0.4 0.0 0.4
H 0.802575 4.680551 -0.026267 -0.1 -0.1 -0.1
C 4.769712 -2.347963 -4.288336 0.6 -0.2 0.3
H 3.219554 2.770613 -0.149980 -0.2 0.0 0.1
C -0.320647 1.595068 -2.207471 -0.2 1.1 0.2
C -1.063416 3.595057 -3.628806 -0.3 -0.8 -1.2
C -0.480565 -3.633710 4.368391 0.3 -0.2 0.2
F 0.093427 0.105413 0.743039 0.8 -0.2 0.0
C 2.614356 -1.738937 -3.695662 1.5 0.5 -1.0
O -3.890674 -0.079894 0.698364 -0.5 0.4 0.7
H -3.723602 -3.304199 1.037309 -0.3 -0.2 0.4
O 3.918683 -1.304235 -4.213017 0.2 -0.2 0.1
H -0.433560 0.527018 -2.079994 0.3 0.0 -0.1
O 5.846253 -2.383071 -4.795534 -0.4 0.5 0.0
H -2.328449 -1.246832 1.231929 0.1 -0.2 -0.2
C -3.223379 -1.361005 0.616697 -1.3 1.0 0.4
H -2.268875 -4.559656 1.706897 0.1 -0.3 0.0
H -2.778148 1.719234 3.115354 0.1 0.1 -0.3
F 2.339265 -1.851392 -0.522531 0.0 -0.3 1.4
O 0.666810 -0.579995 3.491818 0.6 -1.1 0.2
O -0.210414 1.430072 3.829468 0.6 -1.1 -0.3
O -4.402947 1.586155 -0.762681 -0.5 -0.1 0.5
H 2.813836 -3.265390 -2.179922 0.1 -0.2 -0.1
F 0.203247 -1.403261 -0.983353 0.1 0.3 0.4
Pb 2.454425 -2.418932 2.876970 -2.2 0.6 -0.5
F 1.791557 0.262619 -0.874273 -0.1 0.6 0.7
H -0.863171 2.796179 5.238311 0.4 0.0 -0.4
C 4.098378 5.558686 -0.581954 1.2 -0.5 1.1
C -2.346758 2.538328 3.693627 0.2 0.0 0.2
F 0.690650 -2.079394 1.122769 0.9 -0.3 0.9
H 0.876764 2.879245 -0.010479 -0.6 0.2 0.3
C -0.867718 2.087278 -3.520302 -0.9 -0.2 -0.3
C 1.346486 3.804794 0.329568 0.6 -0.7 -1.6
O 0.557786 -4.061807 3.406980 0.6 1.3 -0.6
C -3.947917 0.528573 -0.479809 1.6 0.1 -0.9
H -1.838832 -1.693487 -0.960584 -0.1 -0.1 -0.7
H -3.159513 2.995768 4.260416 0.1 -0.1 0.3
H -2.634065 -3.210783 4.041529 0.1 -1.1 0.6
H 0.086748 -4.278343 1.394833 0.1 -0.1 0.0
H -1.568182 0.976077 6.588491 0.6 0.0 -0.1
C 2.739845 3.733599 -0.355924 -0.3 -0.3 2.3
C -4.190543 -2.336657 1.257021 1.0 -1.2 -0.6
C -0.159404 -4.756948 2.340633 -0.6 -0.6 -0.8
```
Positions in Å, forces in eV/Å.

Computed properties:
net charge = +1
energy above the lowest of the compared OMol25 structures with the same formula, charge and spin = 0.000 eV
E_tot = -3274.5309 hartree


No. 2
The following is a quantum chemistry calculation of an isolated ion of composition C24H38N2 and charge +2 at a distorted geometry, from the OMol25 dataset.

Structure (XYZ):
```
64
Properties=species:S:1:pos:R:3:forces:R:3
C -5.878309 3.339476 -1.336038 0.1 0.2 0.2
H 3.036217 -1.803811 2.252659 -0.2 0.0 0.0
H -6.360213 1.429269 2.401566 0.0 0.1 0.1
C 5.788270 -3.598852 -0.365592 0.0 0.2 0.3
C 4.734239 -3.318598 0.708549 0.0 0.0 -0.3
H 9.627115 -1.998096 -2.499331 0.1 0.1 -0.1
C -3.040513 2.213080 -2.057188 0.1 -0.2 -0.2
C 8.830646 -1.676896 -1.834293 0.0 0.0 0.0
H -5.661048 -0.892649 1.775671 -0.1 -0.1 0.1
C 0.728143 0.979538 0.760132 -0.4 -0.1 -0.3
C 7.875768 -2.823571 -1.556981 0.0 0.0 0.0
H -1.260408 -1.215828 -0.874623 -0.1 -0.1 0.0
C -4.545512 4.051796 -1.636319 -1.4 0.5 -0.4
H -5.016311 -0.329604 3.312905 -0.1 -0.1 0.0
C -3.547214 -0.506736 1.767702 -0.2 -0.1 0.1
H -5.985465 2.463477 -1.977294 0.0 0.0 -0.1
H 5.295321 -3.890789 -1.295071 0.0 -0.1 -0.1
H -5.506741 3.628596 0.776203 0.0 0.1 0.1
N -3.411752 3.230124 -1.265279 0.9 -0.5 0.2
H 9.281793 -1.316429 -0.910919 0.1 0.0 0.1
H 8.430826 -3.655689 -1.114394 -0.1 0.0 0.0
H 2.518425 0.378408 1.773415 0.1 -0.1 0.0
H 7.149294 -2.078258 0.318893 0.0 0.1 0.1
H -4.490073 4.278016 -2.703158 0.2 0.0 0.1
H -7.090686 2.992855 0.401928 0.0 0.1 0.1
H -4.676626 1.942477 2.327775 0.0 0.1 0.1
H -1.776392 0.540729 -2.362570 0.0 0.0 -0.1
H -2.838560 0.211395 2.180288 0.1 0.1 0.1
C 6.731878 -2.427445 -0.628935 0.0 -0.3 -0.1
C 1.666859 0.068956 1.185140 0.0 0.2 0.1
C -2.791308 3.419907 -0.093901 0.1 0.1 0.3
H 0.863557 2.020434 1.006601 0.1 0.1 0.1
H -3.262805 -1.499931 2.104999 0.1 -0.1 0.0
H 5.227541 -2.949063 1.608845 0.0 0.0 0.1
C 3.678387 -2.310990 0.251993 0.0 -0.1 0.3
H -6.663337 4.044076 -1.609712 0.0 0.0 -0.1
C 2.587803 -2.164922 1.325523 1.2 -0.8 0.0
H 8.310967 -0.839030 -2.297200 0.0 0.1 -0.1
C -4.965453 -0.188137 2.232984 0.1 0.2 0.0
C 0.529204 -1.671799 0.159842 -0.2 -0.1 -0.1
H 4.142819 -1.340605 0.070966 0.0 0.1 -0.1
C -0.437106 -0.812829 -0.307337 -0.1 0.5 0.1
C -1.399244 1.489832 -0.452845 -0.9 0.8 -0.4
H 6.380492 -4.451598 -0.029865 0.0 -0.1 -0.1
H 2.132228 -3.138800 1.514690 -0.1 0.2 0.1
C -5.563961 1.496922 0.413785 0.0 0.3 0.4
H -3.108550 4.258173 0.508324 -0.1 0.0 -0.1
H 4.240155 -4.258428 0.961073 -0.1 0.0 0.1
N 1.559879 -1.236845 0.899901 -0.8 0.7 -0.2
C -6.037615 2.925662 0.129989 0.0 -0.3 -0.2
H 3.228670 -2.655174 -0.681814 -0.1 0.0 -0.1
H 6.186612 -1.592872 -1.077254 0.0 0.1 0.0
C -1.790081 2.579295 0.336642 0.2 -0.5 -0.3
H 0.482314 -2.730948 -0.047256 0.1 0.0 0.1
H -3.474569 -0.486413 0.681116 0.1 0.0 -0.2
H -4.613202 1.298932 -0.085828 0.1 -0.1 -0.1
C -2.051509 1.333568 -1.685647 0.3 0.1 0.4
H -3.558853 2.107389 -2.999182 -0.1 0.1 0.0
H -1.340603 2.756644 1.300396 0.0 0.1 0.1
C -0.367736 0.555135 -0.005322 0.9 -0.8 0.4
C -5.404983 1.240180 1.911394 0.0 -0.4 -0.2
H -6.292932 0.794071 0.007685 0.0 -0.1 -0.1
H -4.501333 4.987163 -1.076782 0.2 -0.1 -0.1
H 7.465580 -3.193939 -2.501644 0.0 0.0 0.0
```
Positions in Å, forces in eV/Å.

Computed properties:
net charge = +2
energy above the lowest of the compared OMol25 structures with the same formula, charge and spin = 0.000 eV
E_tot = -1046.2946 hartree


Quick rundown of HOMO energy, same order as above: -12.19; -14.86 eV
Quick rundown of orbital gap, same order as above: 5.98; 7.00 eV
Quick rundown of lowest unoccupied orbital energy, same order as above: -0.2281; -0.2888 Ha